63
Properties=species:S:1:pos:R:3:forces:R:3 method="wB97M-V/def2-TZVPD" e_tot_ha=-1791.98303 multiplicity=1 total_charge=0 molar_mass_g_mol=555.77 homo_lumo_gap_ev=9.749 fmax_ha_per_bohr=0.0189
C 3.54417 -2.07138 -1.55065 -0.072 0.071 0.108
C 2.22301 -1.34443 -1.78376 0.051 -0.078 0.245
C 1.94035 -0.26506 -0.74083 0.543 0.260 -0.644
I 1.32211 -1.09875 1.13278 -0.139 -0.026 0.143
B 0.78616 0.73619 -1.04858 -0.336 -0.001 -0.264
O 0.86937 2.07602 -0.67141 0.378 -0.310 0.843
B -0.15397 2.38891 0.21115 -0.216 0.008 -0.265
O -1.39327 1.86658 -0.05763 0.070 0.296 -0.196
B -1.52578 1.05657 -1.18483 0.059 -0.075 0.004
O -2.70593 0.97436 -1.83254 -0.124 -0.222 0.410
C -3.20782 -0.34256 -2.10689 0.096 -0.140 -0.309
C -3.96405 -0.96316 -0.90701 -0.020 -0.039 -0.027
C -4.35610 0.07814 0.14729 0.044 0.126 -0.077
C -3.15430 -2.13428 -0.32066 -0.059 -0.146 -0.037
C -2.92755 -3.22916 -1.38661 0.132 0.153 -0.079
C -3.82741 -2.74965 0.90763 -0.005 -0.133 -0.063
O -0.40966 0.32850 -1.59493 -0.072 0.010 0.247
H 3.47212 -2.74864 -0.69793 0.018 -0.004 -0.028
H 4.33818 -1.35323 -1.33161 0.036 -0.036 -0.082
H 3.83417 -2.64562 -2.43046 -0.001 -0.048 0.053
H 1.40054 -2.06283 -1.77743 -0.041 0.079 -0.244
H 2.25120 -0.85711 -2.76414 -0.091 -0.036 -0.006
H 2.85400 0.28991 -0.52280 -0.009 -0.052 0.091
H 0.04794 3.04179 1.18076 -0.055 0.165 -0.100
H -3.84335 -0.26708 -2.98817 -0.071 0.176 0.080
H -2.36152 -0.97581 -2.38218 -0.054 -0.017 -0.038
H -4.89111 -1.39214 -1.30397 0.021 -0.006 -0.047
H -5.27612 -0.20559 0.65705 0.070 -0.039 0.040
H -3.57012 0.19794 0.89691 -0.001 -0.015 0.008
H -4.50629 1.05815 -0.30065 -0.102 -0.010 -0.033
H -2.16581 -1.75446 -0.03004 -0.094 0.117 0.147
H -3.63059 -3.12065 -2.21666 -0.081 -0.097 0.055
H -1.92750 -3.18028 -1.82056 0.008 -0.042 0.019
H -3.05976 -4.22526 -0.96376 0.063 0.008 -0.012
H -3.10151 -3.31766 1.49105 -0.033 0.052 0.011
H -4.28736 -2.00790 1.55923 0.136 -0.031 0.062
H -4.60563 -3.45047 0.59075 -0.092 0.098 0.001
C 0.77901 -0.92475 7.02222 0.033 -0.131 -0.023
C -0.19185 -0.66763 5.90256 -0.025 0.040 0.044
C -1.64201 -1.01951 6.17600 0.018 -0.005 0.031
O -2.12868 -1.33814 4.86715 -0.002 -0.059 -0.011
C -1.07879 -1.75492 4.12270 0.030 0.027 -0.027
O -1.16121 -2.24707 3.04363 -0.011 -0.024 0.057
O 0.08309 -1.52544 4.77652 -0.018 0.049 -0.054
H 1.80224 -0.79183 6.67464 -0.004 0.051 0.005
H 0.59701 -0.22639 7.83950 -0.002 -0.003 0.003
H 0.67538 -1.94358 7.39677 -0.014 0.004 0.004
H -0.11467 0.36431 5.54765 0.013 -0.001 0.000
H -2.22898 -0.20803 6.59649 -0.023 0.026 -0.078
H -1.72881 -1.90866 6.80553 0.014 0.024 0.038
C 3.61694 2.50847 -2.60096 0.055 -0.126 -0.092
C 4.16283 3.74374 -3.26141 -0.047 0.018 0.009
C 3.25055 4.42368 -4.26402 -0.014 -0.019 0.008
O 4.18515 5.03785 -5.15649 0.003 -0.023 -0.032
C 5.33834 4.32383 -5.11268 0.032 -0.011 -0.031
O 6.25066 4.46437 -5.85854 -0.053 -0.006 0.035
O 5.29364 3.42875 -4.09700 0.033 0.057 0.020
H 4.39850 2.00877 -2.02901 -0.003 0.038 0.039
H 2.80443 2.77260 -1.92469 0.010 0.005 0.007
H 3.24469 1.80608 -3.34987 -0.007 0.016 -0.009
H 4.50435 4.46558 -2.51342 0.001 -0.011 0.011
H 2.59995 5.18111 -3.83598 0.054 0.057 -0.013
H 2.65739 3.69686 -4.82521 -0.030 -0.011 0.040